Formula: C51H47N3P2PdTe
Source: the Open Molecules 2025 dataset
Level of theory: ωB97M-V/def2-TZVPD

Summary:
calculated total energy: -3214.2973 a.u.
net charge: 0
HOMO energy (alpha / beta): -5.83 / -6.04 eV
strongest force on any atom: 0.51 eV Å⁻¹
relative energy (zero: lowest compared OMol25 entry of this formula, charge and spin): 0.326 eV
spin multiplicity: 3

Element x y z (Å)
Te (3.82070, -0.00842, 2.44974)
Pd (0.44016, -0.20993, -1.43535)
P (3.13397, 0.06891, -0.94932)
P (0.99089, -0.62866, 0.79639)
N (5.19616, -4.66825, 3.39147)
N (-2.95636, -0.97321, -0.89424)
N (-5.11221, -0.43139, 0.24438)
C (2.75506, -1.55004, -1.78883)
C (4.97329, 0.06049, -0.94267)
C (4.28531, -2.57486, 4.13003)
C (-3.88947, -2.06010, -1.12110)
C (6.97199, 1.34658, -0.47587)
C (4.48518, -1.99654, 2.88156)
C (5.40314, -4.10181, 2.20294)
C (0.68576, -2.42234, 1.08883)
C (2.68496, -0.27197, 0.76992)
C (7.16709, -0.88674, -1.32707)
C (-4.31821, 4.28560, -0.80189)
C (-5.19584, -1.81906, -0.31819)
C (-3.82993, 3.18488, 1.69146)
C (-0.43406, 1.59904, -1.49725)
C (0.12935, 0.16523, 2.19206)
C (5.08173, -2.78546, 1.90597)
C (7.76537, 0.28067, -0.87853)
C (-1.40830, 0.19192, 4.05636)
C (0.25809, 1.55101, 2.30689)
C (-0.71030, -0.50741, 3.07766)
C (-2.70326, -0.79067, 0.52545)
C (4.65827, -3.89637, 4.33313)
C (5.59158, 1.23877, -0.52008)
C (-4.88952, 0.55896, -0.86656)
C (-1.10081, 2.64162, -1.51102)
C (-3.99077, -0.34019, 1.24708)
C (1.33822, -3.09992, 2.11889)
C (-3.49125, 0.26508, -1.45108)
C (1.97660, -3.95584, -3.00676)
C (-1.89852, 4.70000, -2.63134)
C (-2.27869, 6.91683, -3.53426)
C (0.41348, -5.19138, 1.37649)
C (-1.98253, 3.72125, -1.55150)
C (-2.39653, 6.00362, -2.49953)
C (-1.27283, 1.56894, 4.16208)
C (-1.14164, 5.27337, -4.86051)
C (-0.11081, -3.15263, 0.21125)
C (-3.04003, 3.76447, -0.53376)
C (-5.09377, 3.69683, 1.40513)
C (2.60308, -3.97089, -1.76171)
C (2.97080, -2.78427, -1.15857)
C (-0.43392, 2.24742, 3.28450)
C (-2.82723, 3.20365, 0.73768)
C (1.21065, -4.47294, 2.26138)
C (1.73306, -2.75031, -3.63838)
C (5.78195, -0.99606, -1.35699)
C (-1.65901, 6.55576, -4.72303)
C (-1.25357, 4.35902, -3.82861)
C (-0.24962, -4.52927, 0.35464)
C (2.12339, -1.55035, -3.03863)
C (-5.32699, 4.24518, 0.14930)
H (-2.66043, 7.92198, -3.40615)
H (-5.29732, -2.49807, 0.52759)
H (-3.94738, 0.69902, 1.56092)
H (-0.80610, -1.58464, 3.01477)
H (-4.25667, -0.97038, 2.09506)
H (-0.32005, 3.32169, 3.36435)
H (-4.52393, 4.70643, -1.77723)
H (-6.09597, -1.87342, -0.92888)
H (-5.98498, -0.20553, 0.71375)
H (8.84451, 0.36364, -0.85026)
H (5.33223, -1.91292, -1.71593)
H (-2.80050, 1.06436, -1.19780)
H (-4.95702, 1.55708, -0.43539)
H (-4.09669, -2.12751, -2.18863)
H (-2.32460, -1.72417, 0.93981)
H (-5.70286, 0.41360, -1.57788)
H (-3.52331, 0.19782, -2.53810)
H (-1.56713, 7.27135, -5.52974)
H (0.32167, -6.26564, 1.47826)
H (-3.43908, -3.00055, -0.80105)
H (1.24411, -2.73047, -4.60476)
H (-0.59524, -2.64262, -0.61850)
H (3.40731, -2.79156, -0.16595)
H (1.74470, -4.98176, 3.05474)
H (7.43083, 2.26516, -0.13212)
H (-3.61379, 2.77669, 2.67270)
H (2.78111, -4.91077, -1.25291)
H (-1.92796, -0.03669, 0.63978)
H (7.77908, -1.71872, -1.65385)
H (-0.83675, 3.36456, -3.92590)
H (1.96897, -2.54836, 2.80242)
H (5.29344, -2.38265, 0.92316)
H (0.91137, 2.07346, 1.61569)
H (3.82295, -2.01565, 4.93528)
H (-0.85037, -5.08748, -0.35429)
H (-5.87360, 3.69316, 2.15647)
H (-2.84846, 6.31294, -1.56632)
H (1.96490, -0.61244, -3.56505)
H (4.50298, -4.36261, 5.30144)
H (4.97512, 2.07861, -0.21871)
H (5.85506, -4.73521, 1.44584)
H (-6.30100, 4.65422, -0.09080)
H (1.67574, -4.88458, -3.47558)
H (-2.04083, -0.34553, 4.75349)
H (-0.64245, 4.98694, -5.77758)
H (-1.80468, 2.11081, 4.93485)
H (-1.85019, 2.79867, 0.96896)